1.
29
Properties=species:S:1:pos:R:3:lowdin_charge:R:1 method="wB97M-V/def2-TZVPD" homo_lumo_gap_ev=8.0 e_tot_ha=-2092.1240 fmax_ev_per_a=3.14 charge=0
Rb 1.0733 -0.0481 0.1748 1.02
C 2.3321 -5.3650 -0.2559 -0.66
F 3.0206 -4.9789 0.8535 0.09
F 3.0321 -6.2140 -0.9263 0.18
F 1.1501 -5.9321 0.1628 0.09
S 2.0205 -3.8247 -1.2463 0.50
O 1.7687 -2.8277 -0.1923 -0.49
O 3.2697 -3.6026 -2.0457 -0.36
O 0.8838 -4.0885 -2.1093 -0.34
C -1.8584 2.8395 2.8590 -0.24
S -1.7809 0.9954 3.0189 0.88
O -0.9540 0.5810 1.8479 -0.72
C -0.5980 1.0203 4.4259 -0.25
H -2.2697 3.4360 3.6735 0.06
H -2.4899 3.0056 1.9856 0.04
H -0.8795 3.2758 2.6599 0.06
H -0.8237 0.0395 4.8486 0.04
H -0.6524 1.6780 5.2940 0.06
H 0.4423 1.0832 4.1087 0.06
C -1.8787 2.4564 -2.4509 -0.21
S -0.0227 2.6391 -2.6357 0.87
O 0.4528 2.0897 -1.3098 -0.75
C 0.2526 1.2550 -3.7519 -0.25
H -2.0071 3.3693 -1.8687 0.03
H -2.1152 1.5561 -1.8866 0.06
H -2.4639 2.5381 -3.3660 0.06
H 1.2957 0.9448 -3.6810 0.06
H 0.1779 1.6464 -4.7667 0.06
H -0.3781 0.4323 -3.4199 0.07

2.
10
Properties=species:S:1:pos:R:3:lowdin_charge:R:1 method="wB97M-V/def2-TZVPD" homo_lumo_gap_ev=10.1 e_above_lowest_kcal_mol=114.5 e_tot_ha=-226.2851 smiles=CNON fmax_ev_per_a=5.32 charge=0
C 1.2409 -0.2551 -0.1785 -0.14
N -1.8595 0.0143 -0.2972 -0.02
N 0.4617 0.7195 0.5898 -0.04
O -1.0426 0.0606 0.7543 -0.24
H 1.6079 -0.9596 0.6314 0.09
H 0.5466 -0.8274 -0.8358 0.06
H 2.0338 0.3732 -0.6960 0.09
H -1.6101 -0.7025 -0.9930 0.09
H -2.0953 0.9562 -0.4781 0.08
H 0.7166 0.6209 1.5031 0.03

3.
99
Properties=species:S:1:pos:R:3:lowdin_charge:R:1 method="wB97M-V/def2-TZVPD" homo_lumo_gap_ev="2.9 / 7.7" e_tot_ha=-4666.8081 fmax_ev_per_a=7.33 multiplicity=2 charge=-2
As -2.3730 20.1510 22.7986 0.88
F -2.6370 19.0695 24.2141 -0.38
F -0.9744 20.8916 23.6984 -0.37
F -1.8619 21.3566 21.5401 -0.37
F -3.7412 19.4372 21.8408 -0.38
F -3.4348 21.4531 23.4627 -0.38
F -1.2796 18.9621 22.1321 -0.34
C -4.9031 15.7626 22.4674 -0.77
O -4.9923 14.6967 23.0558 0.00
N -5.0071 15.9054 21.1540 0.16
N -4.8243 16.9556 22.9912 0.19
H -4.6824 16.7935 20.7990 0.09
H -4.9933 15.1681 20.4640 0.11
H -4.6692 17.0520 23.9846 0.11
H -4.4446 17.6879 22.4084 0.06
C -2.6660 23.0948 18.7296 -0.88
O -2.2823 23.6755 17.7997 0.05
N -2.3479 21.8679 19.0079 0.17
N -3.3826 23.6224 19.6715 0.17
H -1.7676 21.5135 18.2611 0.11
H -2.0632 21.5107 19.9087 0.06
H -3.6483 23.0423 20.4545 0.10
H -3.6843 24.5809 19.5697 0.11
C -1.3354 15.4466 19.9718 -0.78
O -0.9987 16.3353 19.2120 0.04
N -1.6719 14.1920 19.6590 0.13
N -1.5391 15.6106 21.2456 0.17
H -1.8822 14.1330 18.6729 0.10
H -1.5592 13.4444 20.3286 0.10
H -1.1619 16.4416 21.6785 0.10
H -2.1841 15.0368 21.7699 0.10
C 0.8735 23.6174 23.5100 -0.10
C 1.6490 22.5676 22.7746 -0.41
C 2.1035 21.3443 23.6468 -0.27
O 2.4941 20.3201 22.8804 -0.19
C 2.0331 19.0499 23.3724 -0.08
N 0.7087 22.0923 21.7717 0.04
H 1.3248 24.1927 24.3184 0.06
H -0.1478 23.3731 23.8023 0.07
H 0.6500 24.4029 22.7880 0.07
H 2.4752 23.1187 22.3252 0.12
H 1.2764 21.0394 24.2879 0.10
H 2.9378 21.5427 24.3196 0.11
H 0.9630 18.9272 23.5394 0.07
H 2.7320 18.7613 24.1574 0.08
H 2.2545 18.3171 22.5964 0.08
H -0.1637 21.9813 22.2684 0.01
H 0.8939 21.1269 21.5397 0.06
C -1.6950 13.5427 25.8785 -0.07
C -2.6360 14.5778 26.5758 -0.40
C -2.2682 16.1042 26.4833 -0.17
O -0.9375 16.1926 26.9767 -0.20
C -0.0979 16.8004 26.0148 -0.12
N -3.9200 14.4352 25.8808 0.03
H -0.7146 13.7770 26.2932 0.06
H -1.7569 13.5437 24.7902 0.07
H -1.8971 12.5517 26.2849 0.06
H -2.6562 14.2526 27.6159 0.12
H -3.0088 16.6500 27.0679 0.11
H -2.2904 16.3586 25.4236 0.11
H -0.4809 17.7797 25.7280 0.09
H -0.0565 16.1705 25.1262 0.08
H 0.9410 16.8355 26.3427 0.08
H -3.6532 14.6865 24.9396 0.02
H -4.0551 13.4404 25.7700 0.06
C -7.0718 19.1322 17.2995 -0.09
C -6.3560 19.9863 18.3352 -0.44
C -6.3231 19.2927 19.7714 -0.15
O -7.7048 19.4775 20.2584 -0.19
C -7.7426 18.7326 21.5306 -0.10
N -5.0221 20.3439 17.8882 0.03
H -6.4306 18.2800 17.0741 0.07
H -7.3567 19.7097 16.4200 0.06
H -8.0420 18.7572 17.6253 0.07
H -6.9035 20.9286 18.3166 0.12
H -5.5555 19.6930 20.4338 0.09
H -6.0390 18.2466 19.6570 0.10
H -7.5597 17.6766 21.3315 0.06
H -8.7512 18.8406 21.9294 0.07
H -6.8900 18.8480 22.1998 0.06
H -5.0688 20.9322 17.0686 0.07
H -4.6894 20.9431 18.6301 0.04
C -8.1792 19.5518 25.1022 -0.06
C -7.1618 20.7360 25.3456 -0.40
C -6.6403 20.6793 26.8189 -0.15
O -6.2701 19.2769 27.2281 -0.23
C -4.8681 18.9900 27.4804 -0.10
N -6.0896 20.4931 24.4189 0.04
H -8.4794 19.6886 24.0633 0.04
H -9.0519 19.6162 25.7522 0.06
H -7.6838 18.5850 25.1913 0.07
H -7.5513 21.7323 25.1367 0.13
H -7.4186 20.9246 27.5415 0.09
H -5.9044 21.4313 27.1037 0.11
H -4.4495 18.8310 26.4866 0.06
H -4.5446 18.1363 28.0760 0.07
H -4.3840 19.8994 27.8365 0.08
H -5.3111 21.1335 24.3561 0.04
H -5.6006 19.6294 24.6063 0.05

4.
9
Properties=species:S:1:pos:R:3:lowdin_charge:R:1 method="wB97M-V/def2-TZVPD" homo_lumo_gap_ev=7.2 e_above_lowest_kcal_mol=72.3 e_tot_ha=-570.3952 smiles="C=[PH2]C(=O)[O-]" fmax_ev_per_a=3.15 charge=-1
C 1.1445 0.2658 -1.0896 -0.87
C -0.3309 -0.9448 0.9681 -0.44
O 0.6512 0.7473 -2.0767 -0.05
O 2.0013 -0.3856 -0.6265 0.00
P -0.2591 0.6442 0.3803 0.65
H 0.2001 -1.6771 0.4198 -0.07
H -1.3873 -1.1112 1.2256 -0.07
H -0.9565 1.2586 1.5005 -0.08
H -1.0631 1.2026 -0.7015 -0.07

5.
62
Properties=species:S:1:pos:R:3:lowdin_charge:R:1 method="wB97M-V/def2-TZVPD" homo_lumo_gap_ev="7.0 / 7.1" e_above_lowest_kcal_mol=28.8 e_tot_ha=-2091.2639 fmax_ev_per_a=5.19 multiplicity=5 charge=0
C 0.7071 1.7992 2.5845 -0.31
C -0.3437 0.8168 2.5264 -0.23
C 0.2117 -0.4475 2.1902 -0.16
H -1.4331 0.9833 2.6134 0.10
C 1.6014 -0.2762 2.0529 -0.17
C 1.9200 1.1006 2.2903 -0.27
H 2.3000 -1.1170 1.8356 0.12
C -1.3977 2.0659 -1.6307 -0.27
C -2.0655 1.6766 -0.3968 -0.25
C -2.1233 0.2242 -0.3743 -0.12
H -2.2428 2.3029 0.4884 0.09
C -1.5635 -0.2869 -1.5735 -0.22
C -1.0704 0.8342 -2.3128 -0.16
H -0.3089 -1.4467 2.1474 0.12
H 2.9141 1.5555 2.0822 0.10
H 0.5564 2.9154 2.4872 0.11
H -0.5734 0.7405 -3.2919 0.10
H -2.6334 -0.4319 0.3571 0.11
H -0.9162 3.0540 -1.8216 0.09
Pm 0.5540 1.6718 0.0668 1.50
C -1.8708 -1.6736 -2.2082 -0.46
C -2.5581 -1.3401 -3.5898 -0.05
C -2.9720 -2.4319 -1.4084 -0.05
H -3.5113 -0.7873 -3.4364 0.10
H -2.8157 -2.2879 -4.1262 0.09
H -1.8985 -0.7497 -4.2431 0.07
H -3.8646 -1.7804 -1.2942 0.09
H -2.5832 -2.7258 -0.4186 0.08
H -3.2885 -3.3364 -1.9644 0.09
C -0.6395 -2.5788 -2.4945 -0.04
C -0.0225 -3.3729 -1.3557 -0.37
H 0.0893 -1.9327 -3.0187 0.14
H -0.9733 -3.3330 -3.2188 0.11
O 0.4736 -2.9559 -0.2339 -0.03
N 0.1436 -4.7180 -1.4067 0.07
C 1.0631 -5.1306 -0.3480 -0.15
H 0.0974 -5.2504 -2.2625 0.14
C 0.5195 -4.8930 1.0711 -0.21
C 1.3032 -4.4384 2.1800 -0.04
H 2.3419 -4.1413 1.9994 0.11
C 0.7547 -4.3880 3.4659 -0.10
H 1.3650 -4.0571 4.3045 0.10
C -0.5821 -4.7523 3.6824 -0.11
H -1.0099 -4.7160 4.6944 0.10
C -1.3827 -5.1078 2.5932 -0.09
H -2.4285 -5.3321 2.7289 0.09
C -0.8426 -5.1668 1.3087 -0.06
H -1.4461 -5.4410 0.4430 0.11
H 1.9742 -4.5081 -0.4016 0.13
H 1.2886 -6.1962 -0.5414 0.13
Te 2.9764 1.0655 -1.7879 0.68
C 2.3412 3.0936 -1.6560 -0.79
C 1.9839 3.7824 -2.8507 -0.15
C 1.7250 5.1527 -2.7871 -0.08
C 1.8034 5.8428 -1.5635 -0.09
C 2.1318 5.1645 -0.3950 -0.09
C 2.4142 3.7856 -0.4072 -0.25
H 1.9380 3.2139 -3.7776 0.09
H 1.4441 5.7020 -3.7003 0.11
H 1.5970 6.9146 -1.5336 0.11
H 2.1627 5.6895 0.5684 0.11
H 2.7242 3.2420 0.4904 0.06

6.
86
Properties=species:S:1:pos:R:3:lowdin_charge:R:1 method="wB97M-V/def2-TZVPD" homo_lumo_gap_ev=6.7 e_tot_ha=-5698.5678 fmax_ev_per_a=0.37 charge=0
Ga -0.1999 0.0356 0.2268 0.45
C 0.8810 -6.2287 3.4063 -0.05
C 0.7062 -4.7784 3.0238 -0.27
C 0.4671 -3.7920 3.9723 -0.04
C 0.3177 -2.4710 3.6086 -0.02
C 0.4166 -2.0361 2.2728 -0.18
N 0.2785 -0.6727 1.9746 0.05
C 0.4688 0.2603 3.0128 -0.26
C 1.6356 0.2682 3.7778 -0.01
C 1.8434 1.2115 4.7688 -0.03
C 0.8998 2.1980 5.0242 -0.27
C 1.1220 3.2568 6.0779 -0.05
C -0.2574 2.2080 4.2510 0.01
C -0.4895 1.2594 3.2560 -0.08
C -1.6996 1.2886 2.3109 -0.28
O -1.3090 1.3651 0.9917 -0.11
C -2.5552 2.5736 2.4902 -0.55
F -3.1105 2.6859 3.7092 0.15
F -1.7908 3.6644 2.2941 0.15
F -3.5440 2.6357 1.5858 0.16
C -2.6434 0.0284 2.5697 -0.49
F -2.2885 -0.6701 3.6506 0.18
F -2.6246 -0.8121 1.5160 0.12
F -3.9403 0.3626 2.7436 0.14
C 0.5761 -3.0490 1.3005 -0.05
C 0.7388 -4.3767 1.7004 0.01
C 0.6360 -2.6993 -0.1919 -0.29
O -0.1895 -1.6612 -0.5491 -0.12
C 0.1369 -3.8645 -1.1127 -0.54
F -0.1157 -3.4140 -2.3550 0.14
F -1.0057 -4.3791 -0.6427 0.17
F 1.0149 -4.8755 -1.2535 0.15
C 2.1327 -2.4179 -0.5518 -0.52
F 2.9565 -3.4045 -0.1817 0.17
F 2.5513 -1.2990 0.0745 0.15
F 2.3155 -2.2166 -1.8734 0.16
H 1.1915 -6.3233 4.4472 0.07
H 1.6340 -6.7114 2.7812 0.08
H -0.0540 -6.7829 3.2840 0.08
H 0.3835 -4.0646 5.0201 0.11
H 0.1055 -1.7403 4.3767 0.11
H 2.3853 -0.4888 3.5799 0.13
H 2.7592 1.1832 5.3496 0.11
H 1.9315 2.9772 6.7525 0.07
H 0.2196 3.4130 6.6713 0.08
H 1.3826 4.2121 5.6169 0.08
H -0.9867 2.9790 4.4533 0.12
H 0.9067 -5.1383 0.9513 0.12
O 1.2565 2.4049 1.0634 -0.04
H 0.4631 2.8579 0.7487 0.06
H 1.1624 2.4158 2.0254 0.05
S 3.8951 1.0520 -4.9978 0.99
C 2.8005 0.9176 -3.5902 -0.50
C 3.1697 1.3985 -2.3461 -0.05
C 2.2906 1.2699 -1.2863 -0.08
N 1.0845 0.6961 -1.4089 0.07
C 0.7456 0.2065 -2.6121 -0.09
C 1.5639 0.3037 -3.7199 -0.04
C 3.1843 2.5397 -5.7008 -0.52
C 2.3026 2.4623 -6.7661 -0.08
C 1.7809 3.6462 -7.2721 -0.14
N 2.0822 4.8495 -6.7893 0.06
C 2.9366 4.9069 -5.7679 -0.14
C 3.5183 3.7862 -5.1922 -0.08
H 4.1333 1.8635 -2.1906 0.11
H 2.5463 1.6369 -0.3068 0.10
H -0.2023 -0.2974 -2.6719 0.10
H 1.2475 -0.1155 -4.6653 0.12
H 2.0288 1.5074 -7.1942 0.10
H 1.0864 3.6265 -8.1055 0.11
H 3.1713 5.8988 -5.3962 0.11
H 4.2139 3.8806 -4.3691 0.11
O -1.7539 0.3213 -1.2487 -0.51
S -2.8393 -0.7343 -1.4052 1.04
C -3.2728 -0.7335 -3.1671 -0.30
C -4.7919 -0.8057 -3.1861 -0.24
C -5.2488 0.2751 -2.2016 -0.22
C -4.3991 0.0998 -0.9399 -0.28
H -2.7668 -1.5584 -3.6679 0.10
H -2.9044 0.2241 -3.5426 0.11
H -5.1195 -1.7889 -2.8344 0.12
H -5.1924 -0.6622 -4.1891 0.12
H -6.3109 0.1931 -1.9740 0.11
H -5.0797 1.2618 -2.6360 0.12
H -4.8816 -0.5351 -0.1965 0.09
H -4.0913 1.0304 -0.4622 0.09